<P>
94
Properties=species:S:1:pos:R:3 method="wB97M-V/def2-TZVPD" e_lumo_ev="-3.20 / -3.20" total_charge=+1 spin_multiplicity=3 gap_ev="4.81 / 4.81"
C -1.678 -1.922 -1.468
C 0.459 -2.148 -2.426
C -2.197 -2.911 -2.304
C -0.143 -2.859 -3.493
C -1.420 -3.386 -3.355
H -3.218 -3.260 -2.151
H 0.478 -3.095 -4.356
H -1.854 -4.081 -4.081
N -0.389 -1.520 -1.510
P -2.476 0.440 0.064
P 2.497 -1.195 -0.887
C -2.700 -1.304 -0.520
H -3.679 -1.290 -1.034
H -2.789 -1.956 0.368
C -0.458 1.710 0.897
O -0.631 2.703 1.527
C 1.891 -2.052 -2.332
H 2.415 -1.803 -3.251
C 3.901 0.196 -1.226
C 3.185 -2.927 -0.320
C -3.339 1.444 -1.292
C -3.549 0.446 1.646
C 3.499 1.589 -0.699
H 3.199 1.570 0.359
H 4.383 2.247 -0.784
H 2.685 2.039 -1.279
C 5.186 -0.187 -0.477
H 5.024 -0.219 0.611
H 5.617 -1.140 -0.805
H 5.942 0.594 -0.663
C 4.128 0.276 -2.735
H 4.935 1.003 -2.921
H 4.436 -0.687 -3.163
H 3.230 0.634 -3.257
C 3.903 -2.866 1.021
H 3.217 -2.534 1.809
H 4.250 -3.878 1.281
H 4.776 -2.207 1.007
C 1.997 -3.901 -0.196
H 1.223 -3.510 0.478
H 1.523 -4.107 -1.162
H 2.351 -4.860 0.211
C 4.110 -3.365 -1.471
H 3.596 -3.318 -2.447
H 5.009 -2.743 -1.548
H 4.408 -4.412 -1.338
C -3.771 1.893 2.111
H -4.231 1.871 3.111
H -2.837 2.456 2.195
H -4.459 2.447 1.464
C -2.764 -0.303 2.735
H -2.525 -1.333 2.447
H -1.836 0.214 3.000
H -3.382 -0.349 3.647
C -4.924 -0.240 1.527
H -5.392 -0.226 2.526
H -5.611 0.278 0.851
H -4.843 -1.287 1.211
C -2.894 0.945 -2.675
H -3.329 1.614 -3.433
H -1.811 0.967 -2.790
H -3.252 -0.070 -2.882
C -2.891 2.899 -1.091
H -1.821 3.019 -1.270
H -3.415 3.524 -1.826
H -3.128 3.291 -0.095
C -4.875 1.359 -1.265
H -5.225 0.321 -1.358
H -5.323 1.832 -0.381
H -5.246 1.907 -2.147
Ti 0.144 0.080 -0.013
N 0.126 1.749 -1.707
C 0.085 2.598 -2.563
C 0.482 2.746 -3.970
C 0.658 3.976 -4.599
C 0.794 1.560 -4.677
C 0.859 4.030 -5.982
H 0.711 4.855 -3.971
C 1.106 1.630 -6.040
H 0.859 0.599 -4.144
C 1.067 2.857 -6.716
H 0.885 4.980 -6.511
H 1.390 0.726 -6.572
H 1.213 2.895 -7.803
N 1.904 -0.290 4.327
C 1.170 -1.427 3.636
C 0.815 -0.922 2.252
O 0.001 -1.496 1.443
O 1.340 0.168 1.897
H 2.751 -0.014 3.809
H 2.198 -0.515 5.290
H 1.324 0.561 4.390
H 1.838 -2.300 3.636
H 0.301 -1.675 4.252

<Q>
94
Properties=species:S:1:pos:R:3 method="wB97M-V/def2-TZVPD" e_lumo_ev="-3.20 / -3.20" total_charge=+1 spin_multiplicity=3 gap_ev="4.79 / 6.51"
C 2.007 1.409 -1.291
C 0.582 -0.258 -2.106
C 2.641 1.497 -2.522
C 1.228 -0.267 -3.327
C 2.252 0.651 -3.547
H 3.463 2.205 -2.616
H 0.898 -0.988 -4.078
H 2.742 0.689 -4.515
N 0.931 0.620 -1.143
P 2.017 1.377 1.504
P -2.085 -0.509 -1.130
C 2.532 2.149 -0.073
H 3.634 2.156 -0.089
H 2.204 3.204 -0.095
C -0.125 0.237 2.600
O -0.241 0.011 3.751
C -0.473 -1.289 -1.733
H -0.719 -1.922 -2.592
C -3.166 -2.024 -0.708
C -2.803 0.440 -2.576
C 3.360 0.073 1.849
C 2.137 2.858 2.630
C -2.961 -2.308 0.798
H -3.114 -1.397 1.394
H -3.692 -3.068 1.122
H -1.956 -2.690 1.015
C -4.655 -1.717 -0.930
H -4.974 -0.838 -0.355
H -4.903 -1.581 -1.990
H -5.243 -2.577 -0.573
C -2.788 -3.280 -1.511
H -3.428 -4.110 -1.168
H -2.967 -3.166 -2.588
H -1.747 -3.584 -1.344
C -4.031 1.235 -2.066
H -3.825 1.685 -1.081
H -4.247 2.054 -2.771
H -4.936 0.622 -1.991
C -1.798 1.491 -3.085
H -1.421 2.116 -2.263
H -0.951 1.024 -3.600
H -2.319 2.146 -3.803
C -3.156 -0.534 -3.719
H -2.671 -1.517 -3.637
H -4.240 -0.687 -3.806
H -2.828 -0.104 -4.679
C 1.968 2.432 4.099
H 1.905 3.354 4.700
H 1.058 1.842 4.263
H 2.841 1.872 4.463
C 0.999 3.838 2.272
H 1.108 4.253 1.261
H 0.002 3.383 2.356
H 1.038 4.678 2.988
C 3.471 3.603 2.469
H 3.398 4.551 3.023
H 4.315 3.051 2.893
H 3.698 3.849 1.424
C 3.421 -0.904 0.668
H 4.196 -1.660 0.874
H 2.474 -1.445 0.543
H 3.672 -0.416 -0.283
C 2.959 -0.725 3.104
H 2.000 -1.240 2.971
H 3.744 -1.479 3.280
H 2.893 -0.092 3.996
C 4.737 0.722 2.051
H 5.012 1.401 1.231
H 4.790 1.257 3.007
H 5.492 -0.078 2.096
Ti -0.272 0.491 0.659
N 0.018 -1.467 0.635
C 0.094 -2.080 -0.500
C 0.718 -3.402 -0.699
C 0.963 -4.187 0.446
C 1.042 -3.887 -1.979
C 1.474 -5.477 0.301
H 0.706 -3.770 1.427
C 1.557 -5.176 -2.120
H 0.872 -3.257 -2.856
C 1.761 -5.968 -0.981
H 1.629 -6.097 1.188
H 1.778 -5.548 -3.119
H 2.150 -6.976 -1.099
N -3.824 2.969 2.062
C -2.911 3.490 0.962
C -1.917 2.402 0.704
O -0.887 2.479 -0.048
O -2.131 1.310 1.330
H -4.316 2.113 1.760
H -4.549 3.635 2.335
H -3.318 2.708 2.925
H -3.527 3.670 0.078
H -2.470 4.442 1.277

Most stable structure, least stable structure: <Q>, <P>.

<P>
21
Properties=species:S:1:pos:R:3 method="wB97M-V/def2-TZVPD" e_lumo_ev="-4.18 / -4.83" total_charge=+1 spin_multiplicity=2 gap_ev="7.56 / 8.99"
O 4.395 -0.189 -0.524
C 3.233 0.111 -0.216
O 2.973 1.081 0.557
O 2.238 -0.673 -0.684
C 1.109 -0.788 0.069
C 0.990 -1.613 1.135
Zn 4.923 1.309 0.657
H 0.172 -1.665 1.853
H 1.923 -2.038 1.516
Li 1.339 1.413 1.401
C -0.396 -1.016 -0.525
C -1.280 0.103 -0.005
O -2.539 0.010 -0.671
C -3.337 1.061 -0.585
O -3.259 1.946 0.233
O -4.196 1.020 -1.595
H -0.910 -1.982 -0.422
H -0.249 -0.921 -1.612
H -0.844 1.096 -0.174
H -1.430 0.021 1.080
H -4.856 1.716 -1.487

<Q>
21
Properties=species:S:1:pos:R:3 method="wB97M-V/def2-TZVPD" e_lumo_ev="-6.06 / -6.43" total_charge=+1 spin_multiplicity=2 gap_ev="7.23 / 6.35"
Zn 3.182 -0.079 0.339
O 1.812 1.385 0.417
O 1.368 2.242 -1.634
C 0.031 2.639 -1.268
C -0.985 1.642 -1.810
O 3.183 1.053 -1.255
C 2.123 1.567 -0.806
H -0.040 2.741 -0.180
H -0.116 3.619 -1.734
H -0.862 1.521 -2.892
H -1.984 2.060 -1.618
Li 0.457 0.168 1.171
O -1.053 0.278 0.141
O -0.651 -0.723 -1.808
C 0.170 -2.860 -0.384
C 1.356 -2.118 -0.490
O 1.772 -1.323 0.425
C -0.903 0.290 -1.107
H -0.312 -2.981 0.585
H -0.097 -3.536 -1.192
H 1.895 -2.137 -1.447

Most stable structure, least stable structure: <Q>, <P>.

<P>
29
Properties=species:S:1:pos:R:3 method="wB97M-V/def2-TZVPD" e_lumo_ev=0.87 gap_ev=9.70
C -2.577 0.174 1.081
C 0.807 1.677 -3.786
C 3.025 -1.356 0.764
C -3.036 -1.810 2.365
C -1.324 1.610 0.494
C 1.356 1.609 -2.370
C 1.550 -1.004 1.246
N -2.129 -0.692 1.882
O -1.041 -0.645 2.453
O -0.623 -0.703 -0.825
O 0.444 1.646 -1.376
O 1.192 0.279 0.708
P -0.058 0.503 -0.265
H -3.549 0.114 0.515
H 0.246 0.797 -3.885
H 0.282 2.572 -4.106
H 1.684 1.639 -4.443
H 3.301 -2.202 1.418
H 3.081 -1.617 -0.349
H 3.905 -0.671 0.977
H -3.876 -1.396 2.856
H -3.318 -2.427 1.637
H -2.443 -2.514 3.045
H -1.228 2.014 1.533
H -1.832 2.111 -0.309
H 2.187 2.288 -2.050
H 1.869 0.645 -2.182
H 1.197 -0.978 2.318
H 0.906 -1.661 0.654

<Q>
29
Properties=species:S:1:pos:R:3 method="wB97M-V/def2-TZVPD" e_lumo_ev=0.60 smiles="CCP(=O)(CC)C(C)(C)O[N+](=O)[O-]" gap_ev=9.75
C 3.408 0.094 0.305
C 2.045 0.765 0.237
P 0.656 -0.414 0.565
O 0.601 -0.961 1.918
C 0.640 -1.659 -0.800
C -0.063 -2.932 -0.366
C -1.101 0.928 0.059
C -1.014 1.695 -1.231
C -1.326 1.741 1.307
O -1.943 -0.216 -0.032
N -3.335 -0.105 0.013
O -3.807 0.984 -0.007
O -3.875 -1.157 0.056
H 3.486 -0.501 1.211
H 3.571 -0.552 -0.554
H 4.196 0.846 0.316
H 1.879 1.234 -0.733
H 1.963 1.531 1.010
H 0.162 -1.219 -1.674
H 1.687 -1.861 -1.046
H -1.108 -2.735 -0.148
H -0.005 -3.683 -1.151
H 0.402 -3.325 0.534
H -0.669 1.064 -2.044
H -0.340 2.535 -1.118
H -2.001 2.080 -1.492
H -1.294 1.084 2.176
H -0.533 2.479 1.402
H -2.283 2.262 1.288

Most stable structure, least stable structure: <P>, <Q>.

<P>
12
Properties=species:S:1:pos:R:3 method="wB97M-V/def2-TZVPD" e_lumo_ev=0.32 gap_ev=8.54
C 0.038 1.678 -0.195
C -0.824 -0.558 -0.056
H 1.009 2.079 -0.881
H 0.386 2.168 1.035
H -1.279 1.885 -0.323
H 2.184 -0.279 1.049
H -1.188 -2.598 0.150
H 0.457 -2.288 0.112
N 0.263 0.204 -0.108
N -0.482 -1.823 -0.215
S 1.848 -0.401 -0.326
S -2.412 -0.068 -0.241

<Q>
12
Properties=species:S:1:pos:R:3 method="wB97M-V/def2-TZVPD" e_lumo_ev=0.72 gap_ev=8.92
C 1.061 1.352 -0.471
C -0.100 -0.697 -0.186
H 1.753 0.916 -1.181
H 0.809 2.394 -0.817
H 1.677 1.322 0.406
H -1.444 1.670 1.421
H 0.771 -1.170 -0.867
H -1.421 -3.418 1.345
N -0.152 0.614 -0.399
N -0.886 -1.449 0.460
S -1.477 1.520 0.073
S -0.593 -3.053 0.217

<R>
12
Properties=species:S:1:pos:R:3 method="wB97M-V/def2-TZVPD" e_lumo_ev="-0.54 / 0.25" gap_ev="6.95 / 7.76"
C 0.130 -1.011 1.703
C -0.332 1.348 -1.036
N 1.608 -0.091 -1.011
N 0.340 0.060 -1.143
S -0.928 -1.113 0.472
S -0.057 -1.788 3.184
H -0.135 1.782 -0.056
H 0.044 2.026 -1.808
H -1.404 1.213 -1.159
H 2.005 0.598 -0.370
H -0.046 -0.554 -1.859
H -1.224 -2.470 3.083

Most stable structure, least stable structure: <Q>, <R>.